Below is 9 unconnected molecules or ions with the total composition C57H127BrN7O3, with properties calculated with the ωB97M-V functional and the def2-TZVPD basis.

```
195
Properties=species:S:1:pos:R:3:forces:R:3:mulliken_spin:R:1
O 1.025 0.635 0.253 2.6 0.8 2.5 0.035
C -0.145 0.183 -0.139 -1.9 -0.6 -2.4 -0.557
O -0.467 0.465 -1.314 -0.7 0.1 -0.1 0.064
O -0.767 -0.527 0.673 -0.5 -0.5 1.1 0.112
H 1.311 1.420 -0.220 0.1 0.3 -0.9 0.004
C 2.396 -2.354 0.714 0.7 0.2 -1.3 -0.008
C 2.832 -2.495 -0.819 -0.8 0.4 -0.1 0.080
C 3.576 -1.260 -1.376 0.8 -0.2 -0.6 -0.112
N 4.058 -1.338 -2.894 -1.6 1.2 -0.4 -0.181
C 2.775 -1.375 -3.799 1.1 1.3 0.6 0.238
C 4.926 -2.545 -3.289 -0.5 0.9 0.1 0.120
C 5.773 -2.077 -4.496 0.8 0.2 -0.6 -0.001
C 5.633 -0.556 -4.638 -1.7 1.0 0.5 0.007
C 4.970 -0.094 -3.296 0.3 -1.7 -0.1 -0.005
H 3.189 -1.820 1.237 0.1 -0.3 0.4 0.017
H 2.153 -3.308 1.184 0.6 -0.2 -0.1 -0.008
H 1.491 -1.764 0.856 0.0 0.3 -0.6 0.033
H 1.900 -2.641 -1.366 -0.3 0.3 -0.2 0.135
H 3.370 -3.387 -1.138 0.4 -0.2 0.9 0.064
H 4.515 -1.096 -0.847 0.1 -0.1 0.2 0.005
H 2.986 -0.352 -1.259 -0.1 0.0 -0.4 0.013
H 2.004 -2.032 -3.397 0.4 -0.5 -0.1 -0.080
H 3.098 -1.543 -4.826 -0.1 -0.5 0.2 -0.019
H 2.324 -0.382 -3.799 0.2 0.2 0.3 0.039
H 4.166 -3.282 -3.551 0.6 -0.4 0.1 -0.049
H 5.503 -2.823 -2.407 0.0 -0.1 -0.2 0.013
H 5.499 -2.575 -5.426 -0.4 0.0 0.1 0.002
H 6.848 -2.254 -4.465 -0.1 -0.6 0.8 -0.001
H 4.996 -0.305 -5.486 -0.4 0.0 0.1 -0.001
H 6.503 0.057 -4.873 0.4 -0.5 0.5 0.000
H 4.491 0.885 -3.258 -0.6 -0.3 -0.1 -0.001
H 5.726 -0.115 -2.511 0.1 0.1 0.1 0.001
C -7.198 -0.088 -2.762 0.4 -0.5 -0.1 0.003
C -6.076 0.367 -1.820 -0.6 1.4 0.0 -0.002
C -5.500 -0.640 -0.847 -1.4 0.4 1.1 0.032
N -4.862 -0.002 0.434 1.0 1.2 -1.1 -0.242
C -3.758 0.997 -0.006 -0.2 -0.8 1.0 0.046
C -5.888 0.720 1.362 -0.1 0.2 0.3 0.007
C -5.681 0.121 2.791 -1.4 -0.6 -0.9 0.010
C -5.188 -1.305 2.471 0.5 1.0 1.3 -0.054
C -4.293 -1.106 1.289 0.4 -1.4 -0.7 0.129
H -6.814 -0.902 -3.377 -0.2 -0.1 -0.2 -0.004
H -7.465 0.743 -3.415 0.1 -0.1 0.0 0.001
H -8.122 -0.424 -2.290 0.2 0.0 0.3 0.001
H -6.477 1.234 -1.296 -0.1 0.0 0.5 0.002
H -5.338 0.861 -2.452 0.6 -0.5 0.0 0.002
H -4.885 -1.369 -1.374 0.7 0.2 0.6 0.089
H -6.284 -1.187 -0.324 -0.4 -0.3 -0.6 0.026
H -4.163 1.879 -0.501 -0.3 -0.3 0.0 0.010
H -3.014 0.491 -0.622 0.0 -0.1 0.0 0.004
H -3.270 1.280 0.926 0.1 0.2 -0.1 0.009
H -5.727 1.798 1.368 0.4 -0.1 -0.3 0.004
H -6.878 0.622 0.916 0.0 -0.6 0.2 0.005
H -5.089 0.779 3.427 0.8 -0.4 -0.3 0.001
H -6.570 -0.005 3.408 -0.5 0.4 -0.5 -0.004
H -4.694 -1.694 3.361 0.4 -0.2 -0.2 -0.014
H -5.959 -2.042 2.247 -0.4 0.5 0.0 -0.011
H -3.237 -0.953 1.513 0.0 0.4 -0.1 -0.045
H -4.381 -2.026 0.712 0.5 0.1 -0.4 0.203
C -2.306 -6.372 -3.393 0.4 -0.9 -1.0 -0.090
C -1.888 -6.432 -1.933 0.4 0.7 -0.4 -0.001
C -1.718 -5.024 -1.380 -0.3 -1.2 0.9 0.303
N -1.271 -5.073 0.117 -1.1 0.1 -0.8 -1.605
C 0.144 -5.673 0.252 -0.6 0.5 0.8 0.270
C -2.364 -5.832 0.944 0.4 0.7 -0.3 0.209
C -2.048 -5.370 2.383 0.0 -1.3 -1.6 0.044
C -1.700 -3.880 2.253 0.4 -1.2 -0.5 0.034
C -1.366 -3.671 0.729 -0.2 -0.2 1.7 -0.141
H -3.252 -5.986 -3.772 -0.3 0.5 1.0 -0.012
H -2.369 -7.413 -3.712 0.3 -0.1 -0.3 -0.008
H -1.531 -5.883 -3.984 0.1 -0.1 -0.1 0.036
H -0.897 -6.883 -1.910 -0.2 -0.5 -0.1 0.043
H -2.590 -7.073 -1.399 0.1 0.3 0.3 0.054
H -2.694 -4.556 -1.511 -0.1 0.6 0.8 0.221
H -0.999 -4.411 -1.924 0.4 0.0 -0.1 0.590
H 0.209 -6.688 -0.139 -0.3 0.3 -0.1 0.029
H 0.412 -5.697 1.309 -0.3 -0.1 0.1 0.017
H 0.902 -5.008 -0.163 -0.4 0.1 -0.7 0.006
H -2.423 -6.908 0.775 0.9 0.0 0.1 0.016
H -3.315 -5.507 0.522 0.0 0.6 0.2 -0.072
H -1.174 -5.994 2.572 0.0 0.2 0.9 0.017
H -2.875 -5.697 3.013 0.2 0.4 0.3 -0.032
H -0.770 -3.657 2.776 -0.3 0.2 0.6 0.017
H -2.564 -3.334 2.630 0.3 0.5 -0.3 0.039
H -0.419 -3.134 0.680 -0.2 0.0 -0.8 0.219
H -2.203 -3.099 0.329 0.4 -0.2 -0.8 0.296
C -1.366 0.311 -8.787 -0.3 0.4 0.2 0.000
C -1.727 -0.880 -7.901 0.8 -0.1 0.0 0.008
C -1.246 -0.693 -6.470 -1.0 0.3 0.5 0.019
N -1.550 -1.841 -5.495 0.5 1.6 1.3 -0.315
C -0.747 -3.067 -5.801 -1.4 0.4 -0.6 -0.003
C -3.070 -2.066 -5.408 0.8 -0.4 -0.6 0.042
C -3.382 -2.328 -3.959 -1.8 -0.1 -0.2 0.037
C -2.507 -1.350 -3.210 0.5 0.3 -1.0 0.051
C -1.222 -1.365 -4.047 0.5 -0.4 0.9 0.084
H -0.286 0.428 -8.874 0.0 -0.1 -0.3 0.000
H -1.742 1.267 -8.422 -0.2 0.0 0.2 0.000
H -1.854 0.151 -9.748 0.4 0.1 -0.1 0.000
H -1.151 -1.694 -8.341 -0.4 -0.5 0.0 0.001
H -2.800 -1.057 -7.968 0.1 -0.2 0.1 0.000
H -1.795 0.131 -6.013 0.0 0.2 -0.1 -0.001
H -0.194 -0.414 -6.417 0.1 -0.4 0.0 0.037
H 0.309 -2.837 -5.941 -0.1 0.1 0.4 0.023
H -1.156 -3.391 -6.759 0.2 -0.5 0.1 0.017
H -0.961 -3.754 -4.983 0.4 -0.3 -0.3 0.054
H -3.294 -2.857 -6.124 -0.3 0.1 0.1 0.017
H -3.532 -1.119 -5.687 0.1 -0.1 -0.3 -0.004
H -3.451 -3.383 -3.694 1.3 -0.2 0.2 -0.075
H -4.439 -2.126 -3.787 -0.3 0.6 -0.2 0.023
H -2.374 -1.614 -2.161 0.5 0.0 0.0 0.002
H -2.842 -0.314 -3.272 -0.7 -0.1 0.2 0.025
H -0.602 -2.112 -3.552 0.5 -0.4 -0.4 0.311
H -0.653 -0.436 -4.009 -0.3 0.0 -0.4 -0.053
C -1.665 6.464 4.640 -1.1 1.0 0.8 0.000
C -0.887 5.731 3.604 0.0 0.5 -1.5 -0.001
C -1.132 6.421 2.207 1.4 -1.9 0.5 0.000
N -0.355 5.632 1.067 -0.6 -0.3 -0.4 0.000
C 1.205 5.584 1.304 -1.1 1.5 -0.1 0.000
C -0.963 4.235 0.818 0.2 -0.4 1.1 0.001
C -1.133 4.026 -0.682 0.4 -0.1 -0.1 0.004
C -0.573 5.266 -1.402 -0.8 0.4 1.0 0.000
C -0.784 6.331 -0.240 2.0 0.2 -1.0 0.000
H -1.153 7.421 4.734 0.0 -0.1 0.9 0.000
H -1.830 5.906 5.562 0.9 0.2 0.3 0.000
H -2.690 6.785 4.457 -0.2 -0.3 -1.0 0.000
H -1.078 4.659 3.560 -0.3 0.0 -0.2 0.000
H 0.148 5.837 3.930 0.2 -0.1 -0.4 0.000
H -0.835 7.470 2.181 0.5 -0.1 0.0 0.000
H -2.187 6.420 1.932 0.1 -0.4 0.0 0.000
H 1.865 5.306 0.482 -1.0 -1.0 -0.6 -0.001
H 1.448 5.023 2.207 -0.4 0.0 -0.2 0.001
H 1.494 6.630 1.405 -0.2 0.1 0.6 0.000
H -0.411 3.428 1.300 0.9 0.3 -0.2 0.000
H -1.884 4.139 1.393 -0.4 0.7 -0.3 0.000
H -0.608 3.121 -0.987 -0.3 -0.1 -0.1 -0.001
H -2.203 3.962 -0.877 0.1 -0.2 -0.2 0.004
H 0.423 5.158 -1.830 0.5 0.0 1.1 0.000
H -1.117 5.400 -2.337 -0.6 0.7 0.4 0.000
H -0.161 7.224 -0.289 0.2 0.0 -0.3 0.000
H -1.788 6.730 -0.094 -0.2 -0.7 -0.2 0.000
C 0.333 -2.492 8.280 -0.3 0.6 -0.6 0.000
C 0.580 -1.631 7.007 0.0 0.0 0.6 -0.001
C -0.643 -1.522 6.058 1.3 1.1 2.1 0.001
N -0.460 -0.396 5.045 0.1 -1.5 -2.1 -0.014
C 0.619 -0.784 4.013 0.1 0.7 1.0 0.019
C -0.206 1.020 5.627 -1.2 -1.4 0.0 -0.001
C -0.966 1.932 4.654 0.2 0.4 -0.7 -0.002
C -1.748 1.084 3.651 0.0 -1.5 -0.1 0.015
C -1.795 -0.296 4.289 0.5 0.0 0.6 -0.009
H -0.431 -2.032 8.907 -0.6 -0.2 -0.4 0.000
H 1.165 -2.418 8.981 0.4 -0.6 -0.5 0.000
H 0.062 -3.503 7.977 0.1 -0.1 0.6 0.000
H 1.465 -1.976 6.473 0.0 -0.2 -0.1 0.000
H 0.840 -0.660 7.429 -0.1 0.3 -0.4 0.000
H -1.480 -1.184 6.668 -0.2 -0.1 0.0 0.002
H -0.892 -2.502 5.650 0.1 0.4 -0.7 0.001
H 0.532 -1.831 3.724 -0.2 0.1 0.2 0.013
H 1.563 -0.583 4.519 0.1 -0.3 -0.1 0.008
H 0.564 -0.145 3.131 -0.3 -0.1 0.0 -0.016
H 0.846 1.304 5.670 0.0 -0.6 0.0 -0.001
H -0.576 0.839 6.636 -0.2 1.0 0.1 0.000
H -0.181 2.369 4.037 -0.1 0.8 0.3 0.004
H -1.638 2.693 5.052 0.5 0.0 0.5 0.001
H -1.172 0.946 2.736 -0.2 0.2 -0.3 0.002
H -2.748 1.425 3.384 0.1 0.2 0.2 0.001
H -1.848 -1.148 3.611 0.1 0.1 -0.2 0.005
H -2.558 -0.439 5.054 -0.2 0.3 -0.1 -0.003
C 4.662 6.281 2.276 -1.0 1.1 -0.4 0.000
C 4.884 4.843 2.572 -0.2 -1.1 0.2 -0.001
C 5.464 4.240 1.322 0.3 -0.7 -0.4 0.000
N 5.795 2.721 1.345 0.6 -0.4 0.6 0.000
C 4.538 1.858 1.642 0.6 1.6 0.1 0.000
C 6.383 2.368 -0.030 0.7 0.2 0.1 0.001
C 7.395 1.192 0.123 -2.2 -0.2 1.3 0.000
C 7.451 1.008 1.705 0.9 0.2 -0.8 0.000
C 6.875 2.305 2.344 0.3 -0.8 -1.0 0.000
H 3.972 6.336 1.435 0.2 0.1 -0.4 0.000
H 5.567 6.825 2.003 -0.1 0.1 0.2 0.000
H 4.095 6.795 3.052 0.5 0.1 0.3 0.000
H 3.924 4.381 2.802 -0.1 -0.1 0.2 0.001
H 5.537 4.715 3.435 0.1 -0.1 0.0 0.000
H 6.342 4.836 1.072 0.7 -0.7 0.2 0.000
H 4.875 4.385 0.417 -0.7 -0.2 0.2 0.000
H 4.703 0.785 1.748 0.6 0.1 -0.9 0.001
H 3.844 2.181 0.866 -0.4 -0.5 0.1 0.002
H 4.227 2.124 2.652 -0.3 0.5 -0.2 -0.002
H 5.504 2.201 -0.652 0.2 0.0 -0.3 0.000
H 6.959 3.214 -0.404 -0.5 0.4 0.2 0.000
H 6.860 0.370 -0.353 0.5 -0.5 0.2 0.000
H 8.357 1.295 -0.379 -0.2 0.4 0.3 0.000
H 6.946 0.100 2.035 -0.4 0.2 -0.1 0.000
H 8.480 0.820 2.011 0.0 0.3 0.1 0.000
H 6.485 2.088 3.338 -0.3 0.4 -0.2 0.000
H 7.611 3.108 2.394 0.0 -0.1 0.0 0.000
Br 2.748 3.416 -1.477 0.1 -0.4 0.5 0.000
```
Positions in Å, forces in eV/Å.

Its expectation value of S² is 0.75. For the LUMO energy (spin up / spin down), the calculation gives -0.265 / -0.266 Ha. The spin multiplicity is 2. As for the total charge: +4.

=====

Below is a molecular structure, C47H47BiN3O10PSSb, with properties calculated with the ωB97M-V functional and the def2-TZVPD basis.

```
111
Properties=species:S:1:pos:R:3:forces:R:3:mulliken_charge:R:1
Bi -0.217 -0.405 0.249 -0.3 -0.2 -0.1 2.686
O -3.953 -0.488 -2.795 0.2 0.0 0.1 -0.701
C -3.376 -1.196 -3.787 -0.1 0.0 0.0 0.560
C -4.106 -1.345 -4.968 0.0 0.0 0.0 -0.687
C -3.592 -2.073 -6.021 0.0 0.0 0.0 -0.331
C -2.339 -2.672 -5.918 0.0 0.0 0.0 -1.030
C -1.618 -2.526 -4.750 0.0 0.0 0.0 -0.754
C -2.108 -1.784 -3.672 0.1 0.0 0.0 0.011
C -1.292 -1.645 -2.434 -0.1 0.1 0.0 0.798
O -1.720 -0.858 -1.497 -0.1 0.0 -0.1 0.049
N -0.192 -2.337 -2.363 0.0 0.0 0.1 -0.574
N 0.401 -2.217 -1.109 0.2 -0.1 -0.2 0.488
C 1.348 -3.069 -0.906 -0.1 0.0 0.1 -0.646
C 1.951 -3.418 0.353 0.0 0.0 -0.1 0.246
C 2.895 -4.460 0.327 0.0 0.0 0.0 -0.731
C 3.372 -5.036 1.480 0.0 0.0 0.0 -0.858
C 2.859 -4.589 2.705 0.0 0.0 0.0 -0.432
C 1.937 -3.573 2.764 0.0 0.1 0.0 -1.138
C 1.495 -2.908 1.595 0.1 0.0 0.1 0.531
O 0.723 -1.869 1.712 0.0 -0.1 -0.2 0.108
H -3.295 -0.454 -2.063 0.0 0.0 0.0 0.071
H -5.077 -0.869 -5.025 0.0 0.0 0.0 0.449
H -4.171 -2.177 -6.931 0.0 0.0 0.0 0.395
H -1.934 -3.248 -6.740 0.0 0.0 0.0 0.408
H -0.648 -2.991 -4.637 0.0 0.0 0.0 0.425
H 1.626 -3.673 -1.769 0.0 0.0 0.0 0.302
H 3.231 -4.818 -0.641 0.0 0.0 0.0 0.386
H 4.105 -5.830 1.442 0.0 0.0 0.0 0.387
H 3.195 -5.051 3.627 0.0 0.0 0.0 0.409
H 1.550 -3.217 3.710 0.0 0.0 0.0 0.457
O 1.410 3.020 1.000 0.0 -0.1 -0.1 -0.874
C 1.517 2.518 -0.127 0.0 0.0 -0.1 0.658
O 1.706 1.290 -0.408 0.0 0.0 0.2 -0.533
C 1.440 3.422 -1.344 0.0 0.0 0.1 -0.343
C 1.778 4.763 -1.195 0.0 0.0 0.0 -0.350
C 1.783 5.614 -2.288 0.0 0.0 0.0 -0.658
C 1.423 5.125 -3.536 0.0 0.0 0.0 -0.743
C 1.054 3.796 -3.681 0.0 0.1 0.0 -0.428
C 1.062 2.924 -2.593 0.0 -0.1 0.0 0.230
P 0.529 1.166 -2.783 -0.1 0.0 0.1 1.935
C 2.028 0.377 -3.468 0.1 0.0 0.1 0.229
C 1.931 -0.825 -4.170 0.0 0.0 0.0 -0.012
C 3.070 -1.511 -4.565 0.0 0.0 0.0 -0.880
C 4.328 -1.017 -4.248 0.0 0.0 0.0 -0.662
C 4.436 0.169 -3.535 0.0 0.0 0.0 -0.749
C 3.297 0.859 -3.148 0.0 0.0 -0.1 -0.748
C -0.598 1.352 -4.219 0.0 0.1 -0.1 -0.572
C -1.860 1.846 -3.885 0.0 0.0 0.0 -0.170
C -2.824 2.062 -4.855 0.0 0.0 0.0 -0.634
C -2.550 1.759 -6.182 0.0 0.0 0.0 -0.585
C -1.304 1.258 -6.527 0.0 0.0 0.0 -0.771
C -0.331 1.065 -5.554 0.1 0.0 0.0 0.076
H 2.036 5.112 -0.203 0.0 0.0 0.0 0.517
H 2.061 6.654 -2.169 0.0 0.0 0.0 0.395
H 1.419 5.780 -4.399 0.0 0.0 0.0 0.419
H 0.749 3.438 -4.656 0.0 0.0 0.0 0.435
H 0.958 -1.249 -4.386 0.0 0.0 0.0 0.391
H 2.969 -2.439 -5.116 0.0 0.0 0.0 0.456
H 5.218 -1.558 -4.544 0.0 0.0 0.0 0.376
H 5.412 0.557 -3.267 0.0 0.0 0.0 0.424
H 3.393 1.778 -2.586 0.0 0.0 0.0 0.339
H -2.089 2.057 -2.844 0.0 0.0 0.0 0.184
H -3.799 2.436 -4.570 0.0 0.0 0.0 0.380
H -3.311 1.900 -6.940 0.0 0.0 0.0 0.348
H -1.083 1.014 -7.559 0.0 0.0 0.0 0.419
H 0.644 0.695 -5.847 0.0 0.0 0.0 0.503
O -2.016 1.429 0.237 -0.1 0.0 -0.2 -0.852
C -3.220 1.202 0.221 0.1 0.0 0.2 -0.791
C -3.897 -0.020 0.613 -0.1 0.1 0.0 1.839
C -5.293 0.050 0.566 0.1 -0.1 0.0 -0.382
C -6.062 -1.008 0.977 -0.2 0.0 0.0 -1.052
C -5.469 -2.179 1.466 0.1 0.0 0.0 -0.470
C -4.109 -2.269 1.519 0.0 0.0 0.0 -0.649
C -3.258 -1.210 1.086 0.0 -0.1 0.0 -0.332
O -1.990 -1.413 1.163 -0.1 0.1 0.1 -0.016
N -7.514 -0.908 0.917 0.1 0.0 0.0 1.015
O -8.007 0.115 0.475 0.0 0.0 0.0 -0.646
O -8.168 -1.860 1.314 0.0 0.0 0.0 -0.668
H -3.899 2.008 -0.105 0.0 0.0 0.0 0.037
H -5.774 0.950 0.207 0.0 0.0 0.0 0.590
H -6.098 -2.995 1.790 0.0 0.0 0.0 0.532
H -3.620 -3.163 1.882 0.0 0.0 0.0 0.515
C -0.558 -0.294 4.949 0.1 0.0 0.0 -0.437
C -1.850 0.501 4.843 0.0 0.0 0.1 -1.173
S -1.976 1.328 3.250 0.0 0.1 -0.2 0.909
O -3.329 1.966 3.189 0.0 0.0 0.1 -0.742
C -0.756 2.660 3.507 0.0 0.0 0.1 0.245
C -1.267 3.954 2.896 0.0 0.0 0.0 -1.320
H -0.542 -0.866 5.878 0.0 0.0 0.0 0.481
H 0.315 0.361 4.945 0.0 0.0 0.0 -0.004
H -0.445 -0.987 4.111 0.0 0.0 0.0 0.063
H -1.951 1.254 5.629 0.0 0.0 0.0 0.395
H -2.729 -0.145 4.867 0.0 0.0 0.0 0.490
H 0.154 2.351 2.992 0.0 0.0 0.0 -0.515
H -0.554 2.753 4.577 0.0 0.1 0.0 0.539
H -1.477 3.819 1.834 0.0 0.0 0.0 0.153
H -0.489 4.712 2.987 0.0 0.0 0.0 0.428
H -2.178 4.296 3.385 0.0 0.0 0.0 0.370
C 3.691 2.247 3.308 0.1 0.0 0.1 -1.411
Sb 2.477 0.583 2.708 -0.1 -0.1 -0.1 0.946
C 3.897 -0.126 1.266 0.1 0.0 0.0 -1.335
C 3.236 -0.727 4.264 0.1 0.0 0.1 -1.455
H 4.734 1.928 3.337 0.0 0.1 0.0 0.406
H 3.393 2.593 4.300 0.0 0.0 0.0 0.373
H 3.560 3.062 2.598 0.0 0.0 0.0 0.307
H 4.833 -0.334 1.788 0.0 0.0 -0.1 0.604
H 4.041 0.633 0.501 0.0 0.0 0.0 0.351
H 3.544 -1.038 0.783 0.0 0.0 0.0 0.249
H 4.023 -0.206 4.813 0.0 -0.1 0.0 0.434
H 3.652 -1.625 3.806 0.0 0.0 0.0 0.383
H 2.456 -1.032 4.963 0.0 0.0 0.0 0.314
```
Positions in Å, forces in eV/Å.

Its energy above the lowest of the compared OMol25 structures with the same formula, charge and spin is 78.7 kJ/mol. For the LUMO energy, the calculation gives 0.074 Ha. As for the total charge: -1.

=====

Below is 2 unconnected molecules or ions with the total composition FHOS, with properties calculated with the ωB97M-V functional and the def2-TZVPD basis.

```
4
Properties=species:S:1:pos:R:3:forces:R:3:mulliken_charge:R:1
O 0.739 0.426 -0.160 1.0 2.5 0.3 -0.127
F -0.446 1.514 -0.639 0.0 -0.3 -0.2 -0.305
S 0.253 -0.972 -0.143 -1.1 -2.0 -0.6 0.249
H -0.546 -0.969 0.943 0.0 -0.1 0.4 0.184
```
Positions in Å, forces in eV/Å.

Its energy above the lowest of the compared OMol25 structures with the same formula, charge and spin is 299.3 kJ/mol. For the LUMO energy (spin up / spin down), the calculation gives -0.051 / -0.069 Ha.